DFT (ωB97M-V/def2-TZVPD) results for 2 unconnected molecules or ions with the total composition C5H13N2O at a distorted geometry.

The calculation puts the energy at -382.61400 a.u. The HOMO-LUMO gap is 3.83 eV. The value obtained for the energy relative to the best compared isomer or geometry (same formula, charge and spin) is 155.4 kcal/mol. The value obtained for the LUMO energy is -0.324 Eh. The charge is +1.

Each line ends with the Mulliken charge.
Positions of all 21 atoms, in Å:
N (-1.501, -1.013, -1.626)  -0.41
C (-2.174, 0.045, -0.909)  -0.59
C (3.322, 0.203, -0.350)  -0.41
C (2.266, -0.550, -0.891)  0.17
O (1.108, -0.421, -0.481)  -0.34
C (-1.369, 0.718, 0.186)  -0.48
N (-0.994, -0.187, 1.258)  -0.21
C (-0.036, 0.278, 2.243)  -0.73
H (-3.097, -0.344, -0.459)  0.33
H (-1.965, -1.246, -2.490)  0.24
H (-0.505, -0.912, -1.687)  0.18
H (-2.517, 0.849, -1.568)  0.34
H (4.315, 0.139, -0.761)  0.28
H (3.137, 0.907, 0.441)  0.27
H (2.502, -1.286, -1.671)  0.36
H (-0.441, 1.208, -0.186)  0.28
H (-1.998, 1.488, 0.626)  0.49
H (-0.648, -1.053, 0.839)  0.39
H (-0.504, 1.014, 2.889)  0.33
H (0.275, -0.576, 2.846)  0.35
H (0.825, 0.738, 1.751)  0.15

=====

DFT (ωB97M-V/def2-TZVPD) results for a molecular structure, C5H13N2O at a distorted geometry.

The calculation puts the energy at -382.42596 a.u. The HOMO-LUMO gap is 5.34 eV. The value obtained for the energy relative to the best compared isomer or geometry (same formula, charge and spin) is 273.4 kcal/mol. The value obtained for the LUMO energy is -0.275 Eh. The charge is +1.

Each line ends with the Mulliken charge.
Positions of all 21 atoms, in Å:
N (3.274, 0.592, 0.892)  -0.57
C (-2.046, -0.504, 0.575)  -0.04
C (-3.045, 0.394, 0.989)  -0.64
C (-1.076, 0.195, -0.438)  0.11
N (0.277, -0.748, -0.575)  0.03
C (1.040, -0.598, 0.608)  -0.39
C (0.932, -0.205, -1.801)  -0.99
O (-1.545, 0.493, -1.575)  -0.71
H (4.095, 0.854, 1.435)  0.19
H (3.473, 1.031, -0.008)  0.23
H (-0.630, 1.051, 0.147)  0.36
H (-1.911, -1.534, 0.938)  0.48
H (-3.821, 0.152, 1.688)  0.35
H (-3.167, -0.282, -0.036)  0.29
H (-2.906, 1.437, 0.680)  0.30
H (2.044, 0.152, 0.678)  0.09
H (1.553, -1.611, 0.733)  0.41
H (0.376, -0.491, 1.455)  0.39
H (1.034, 0.857, -1.653)  0.42
H (0.242, -0.398, -2.624)  0.37
H (1.806, -0.838, -2.109)  0.33

=====

DFT (ωB97M-V/def2-TZVPD) results for a gas-phase ion, C5H13N2O (charge +1).

The calculation puts the energy at -382.79919 a.u. The HOMO-LUMO gap is 9.75 eV. The value obtained for the energy relative to the best compared isomer or geometry (same formula, charge and spin) is 39.2 kcal/mol. Its SMILES is CNC[C@@H]([NH3+])CC=O. The value obtained for the LUMO energy is -0.117 Eh. The charge is +1.

Each line ends with the Mulliken charge.
Positions of all 21 atoms, in Å:
C (-0.553, -2.761, 0.311)  -0.94
N (-1.236, -1.615, -0.302)  -0.29
C (-0.390, -0.634, -0.946)  -1.00
C (-0.086, 0.525, 0.020)  0.17
N (1.116, 0.226, 0.877)  -0.18
C (0.053, 1.881, -0.636)  -1.00
C (0.405, 2.974, 0.337)  0.10
O (0.698, 2.697, 1.483)  -0.54
H (-0.840, -3.700, -0.161)  0.31
H (0.538, -2.678, 0.229)  0.31
H (-0.800, -2.821, 1.364)  0.30
H (-1.976, -1.938, -0.907)  0.26
H (-0.850, -0.235, -1.849)  0.48
H (0.555, -1.112, -1.247)  0.42
H (-0.916, 0.563, 0.715)  0.30
H (1.114, 0.941, 1.622)  0.38
H (1.046, -0.702, 1.297)  0.33
H (1.976, 0.335, 0.340)  0.37
H (0.667, 1.905, -1.544)  0.40
H (-0.936, 2.124, -1.024)  0.41
H (0.416, 4.025, 0.020)  0.41

=====

DFT (ωB97M-V/def2-TZVPD) results for 2 unconnected molecules or ions with the total composition C5H13N2O at a distorted geometry.

The calculation puts the energy at -382.55593 a.u. The HOMO-LUMO gap is 4.64 eV. The value obtained for the energy relative to the best compared isomer or geometry (same formula, charge and spin) is 191.8 kcal/mol. The value obtained for the LUMO energy is -0.275 Eh. The charge is +1.

Each line ends with the Mulliken charge.
Positions of all 21 atoms, in Å:
C (1.426, 2.656, 1.627)  -0.30
O (2.577, 1.957, 1.184)  -0.46
C (0.169, 2.010, 1.351)  0.07
C (-0.029, 1.227, 0.144)  -0.65
C (-0.313, -0.291, 0.444)  -0.83
C (0.166, -2.109, -0.675)  -0.22
N (-0.753, -1.173, -0.635)  -0.34
N (-1.892, -2.850, -2.598)  -0.58
H (1.530, 2.636, 2.736)  0.31
H (1.551, 3.684, 1.260)  0.37
H (2.331, 1.059, 0.935)  0.32
H (-0.738, 2.487, 1.726)  0.44
H (0.843, 1.301, -0.513)  0.34
H (-0.876, 1.692, -0.374)  0.37
H (-1.123, -0.297, 1.193)  0.39
H (0.466, -0.642, 1.142)  0.42
H (0.936, -2.099, -1.460)  0.28
H (0.189, -2.863, 0.127)  0.33
H (-1.836, -2.053, -1.991)  0.32
H (-2.359, -3.591, -2.097)  0.21
H (-2.264, -2.738, -3.526)  0.21

=====

DFT (ωB97M-V/def2-TZVPD) results for 2 unconnected molecules or ions with the total composition C5H13N2O at a distorted geometry.

The calculation puts the energy at -382.56623 a.u. The HOMO-LUMO gap is 4.95 eV. The value obtained for the energy relative to the best compared isomer or geometry (same formula, charge and spin) is 185.4 kcal/mol. The value obtained for the LUMO energy is -0.305 Eh. The charge is +1.

Each line ends with the Mulliken charge.
Positions of all 21 atoms, in Å:
C (-1.225, 0.820, 0.779)  -0.77
O (-1.665, 1.419, 2.008)  -0.50
C (-0.005, 1.581, 0.301)  0.37
C (0.790, 0.737, -0.721)  -0.58
C (1.277, -0.541, -0.092)  -0.05
C (0.336, -1.479, -0.230)  0.25
N (0.996, -4.657, -1.639)  -0.64
N (-0.446, 2.854, -0.300)  -0.70
H (-0.785, -0.131, 0.862)  0.47
H (-1.999, 0.795, 0.010)  0.41
H (-2.281, 0.856, 2.456)  0.32
H (0.601, 1.773, 1.224)  0.30
H (0.132, 0.419, -1.521)  0.35
H (1.641, 1.348, -1.119)  0.41
H (2.227, -0.605, 0.356)  0.42
H (0.679, -2.487, -0.612)  -0.30
H (0.054, -4.478, -1.467)  0.23
H (1.652, -4.110, -1.014)  0.22
H (1.130, -5.698, -1.639)  0.24
H (-1.017, 3.455, 0.393)  0.30
H (0.398, 3.409, -0.641)  0.26

=====

DFT (ωB97M-V/def2-TZVPD) results for 2 unconnected molecules or ions with the total composition C5H13N2O2 at a distorted geometry.

The calculation puts the energy at -457.91642 a.u. The HOMO-LUMO gap (spin up / spin down) is 5.23 / 5.22 eV. The value obtained for the energy relative to the best compared isomer or geometry (same formula, charge and spin) is 104.2 kcal/mol. The value obtained for the LUMO energy (spin up / spin down) is -0.152 / -0.152 Eh. The charge is +1.

Each line ends with the Mulliken charge.
Positions of all 22 atoms, in Å:
C (0.167, -1.499, 1.872)  -0.05
C (0.598, 1.803, -1.771)  -1.12
C (-2.226, 0.680, -1.562)  -0.68
C (0.379, 0.809, 1.993)  -0.99
C (0.186, 0.470, -1.370)  0.88
N (0.827, -2.707, 1.642)  -0.41
N (0.866, -0.439, 2.007)  -0.02
O (1.234, -0.396, -1.194)  -0.39
O (-1.012, -0.066, -1.347)  -0.28
H (-0.923, -1.524, 1.681)  0.32
H (1.647, 1.794, -1.991)  0.33
H (0.412, 2.396, -0.919)  0.37
H (0.077, 1.972, -2.739)  0.41
H (-2.225, 1.545, -0.821)  0.34
H (-2.964, -0.126, -1.424)  0.26
H (-2.335, 1.080, -2.573)  0.34
H (-0.695, 0.992, 2.063)  0.32
H (1.097, 1.517, 1.775)  0.41
H (0.257, -3.553, 1.798)  0.22
H (1.787, -2.834, 1.789)  0.18
H (1.835, -0.642, 2.028)  0.20
H (1.011, -1.272, -0.934)  0.36

=====

DFT (ωB97M-V/def2-TZVPD) results for a gas-phase ion, C5H13N2OS2 (charge +1).

The calculation puts the energy at -1179.23089 a.u. The HOMO-LUMO gap is 10.43 eV. The value obtained for the energy relative to the best compared isomer or geometry (same formula, charge and spin) is 0.0 kcal/mol. Its SMILES is CSS/C(O)=[NH+]/CCCN. The value obtained for the LUMO energy is -0.108 Eh. The charge is +1.

Each line ends with the Mulliken charge.
Positions of all 23 atoms, in Å:
C (4.820, 0.209, 1.060)  -0.69
S (4.133, 0.032, -0.619)  -0.14
S (2.298, 0.916, -0.433)  -0.04
C (1.231, -0.500, -0.306)  0.73
O (1.719, -1.704, -0.375)  -0.42
N (-0.023, -0.268, -0.174)  -0.02
C (-1.082, -1.260, -0.111)  -0.60
C (-2.309, -0.688, -0.818)  -0.61
C (-2.732, 0.658, -0.224)  -0.63
N (-1.657, 1.648, -0.421)  -0.57
H (4.264, -0.394, 1.772)  0.30
H (4.811, 1.258, 1.338)  0.31
H (5.842, -0.148, 0.988)  0.31
H (2.694, -1.718, -0.497)  0.33
H (-0.495, 0.744, -0.212)  0.24
H (-1.307, -1.443, 0.943)  0.26
H (-0.761, -2.197, -0.569)  0.39
H (-3.133, -1.393, -0.725)  0.35
H (-2.092, -0.558, -1.879)  0.29
H (-3.672, 0.978, -0.684)  0.37
H (-2.903, 0.549, 0.850)  0.35
H (-1.651, 1.984, -1.379)  0.26
H (-1.780, 2.449, 0.188)  0.23

=====

DFT (ωB97M-V/def2-TZVPD) results for C5H13N3 in the gas phase at a distorted geometry.

The calculation puts the energy at -362.57652 a.u. The HOMO-LUMO gap is 9.98 eV. The value obtained for the energy relative to the best compared isomer or geometry (same formula, charge and spin) is 3.6 kcal/mol. Its SMILES is [H]/N=C(\N)C[C@H](N)CC. The value obtained for the LUMO energy is 0.036 Eh.

Each line ends with the Mulliken charge.
Positions of all 21 atoms, in Å:
H (-2.886, 0.359, 0.072)  0.20
N (-2.164, -0.271, -0.271)  -0.62
C (-1.377, -0.701, 0.630)  0.42
N (-1.408, -0.345, 1.959)  -0.44
C (-0.227, -1.561, 0.231)  -1.01
C (1.022, -0.666, -0.270)  -0.01
N (1.587, 0.001, 0.880)  -0.63
C (0.611, 0.228, -1.454)  -0.49
C (0.500, 1.718, -1.138)  -1.28
H (-0.657, -0.616, 2.569)  0.23
H (-2.107, 0.305, 2.283)  0.20
H (0.112, -2.164, 1.070)  0.39
H (-0.530, -2.196, -0.598)  0.38
H (1.762, -1.399, -0.609)  0.43
H (0.951, 0.711, 1.225)  0.26
H (2.527, 0.331, 0.701)  0.27
H (1.317, 0.088, -2.275)  0.39
H (-0.404, -0.099, -1.770)  0.35
H (-0.256, 1.886, -0.372)  0.26
H (0.178, 2.252, -2.035)  0.39
H (1.451, 2.139, -0.825)  0.31

=====

DFT (ωB97M-V/def2-TZVPD) results for C5H13N3 in the gas phase.

The calculation puts the energy at -362.43219 a.u. The HOMO-LUMO gap is 8.21 eV. The value obtained for the energy relative to the best compared isomer or geometry (same formula, charge and spin) is 94.2 kcal/mol. The value obtained for the LUMO energy is 0.038 Eh.

Each line ends with the Mulliken charge.
Positions of all 21 atoms, in Å:
C (-1.099, -0.096, 0.555)  -0.63
C (0.965, 0.382, -0.783)  -0.36
C (0.629, -1.496, 1.517)  -0.67
C (1.767, -0.831, -0.357)  -1.24
C (-1.182, 1.256, -1.461)  -1.07
N (-0.494, 0.180, -0.764)  0.05
N (-0.632, -1.394, 1.034)  -0.15
N (-0.924, 0.882, 1.614)  -0.53
H (-0.988, -2.145, 0.452)  0.28
H (-2.170, -0.188, 0.359)  0.47
H (-0.023, 0.782, 2.067)  0.34
H (-1.027, 1.827, 1.269)  0.30
H (1.229, 0.660, -1.810)  0.44
H (1.247, 1.250, -0.159)  0.31
H (0.983, -2.521, 1.592)  0.34
H (1.470, -0.783, 1.094)  0.31
H (2.842, -0.650, -0.332)  0.42
H (1.519, -1.738, -0.902)  0.36
H (-0.849, 1.292, -2.500)  0.35
H (-2.259, 1.074, -1.462)  0.33
H (-1.005, 2.256, -1.024)  0.34

=====

DFT (ωB97M-V/def2-TZVPD) results for a molecular structure, C5H13N3 at a distorted geometry.

The calculation puts the energy at -362.41631 a.u. The HOMO-LUMO gap (spin up / spin down) is 6.49 / 6.34 eV. The value obtained for the energy relative to the best compared isomer or geometry (same formula, charge and spin) is 104.1 kcal/mol. The value obtained for the LUMO energy (spin up / spin down) is 0.035 / 0.034 Eh.

Each line ends with the Mulliken charge.
Positions of all 21 atoms, in Å:
C (-0.450, -1.313, 0.449)  -0.73
C (-0.099, -1.203, 1.879)  -1.28
C (1.053, -1.046, -0.895)  -1.36
C (-0.529, -0.088, -0.386)  1.03
C (-0.078, 1.171, 0.050)  0.09
N (-1.564, -0.074, -1.368)  -0.61
N (-0.741, 2.370, -0.278)  -0.60
N (1.160, 1.304, 0.709)  -0.42
H (-0.709, -2.265, 0.010)  0.46
H (-1.285, 0.334, -2.254)  0.23
H (-1.995, -0.980, -1.499)  0.27
H (-1.687, 2.218, -0.601)  0.25
H (-0.239, 2.989, -0.912)  0.15
H (1.130, 2.014, 1.429)  0.25
H (1.953, 1.475, 0.091)  0.17
H (-0.688, -0.393, 2.339)  0.31
H (-0.276, -2.142, 2.405)  0.36
H (0.950, -0.907, 2.048)  0.26
H (0.854, -1.958, -1.450)  0.39
H (1.410, -0.303, -1.612)  0.42
H (1.832, -1.204, -0.155)  0.36

=====

DFT (ωB97M-V/def2-TZVPD) results for 3 unconnected molecules or ions with the total composition C5H13N3 at a distorted geometry.

The calculation puts the energy at -362.37420 a.u. The HOMO-LUMO gap (spin up / spin down) is 6.47 / 8.88 eV. The value obtained for the energy relative to the best compared isomer or geometry (same formula, charge and spin) is 130.6 kcal/mol. The value obtained for the LUMO energy (spin up / spin down) is 0.019 / 0.037 Eh.

Each line ends with the Mulliken charge.
Positions of all 21 atoms, in Å:
C (-0.406, -0.468, -0.204)  0.85
C (0.652, 1.696, 0.027)  -1.06
C (-1.021, -0.184, -1.546)  -1.58
C (-1.670, 0.831, 1.345)  -0.98
N (0.286, 0.386, 0.552)  -0.32
N (-0.671, -1.689, 0.328)  -0.37
C (2.666, -1.167, 0.063)  -0.33
N (1.852, -0.769, -0.795)  -0.46
H (-0.099, -1.951, 1.116)  0.27
H (-0.933, -2.430, -0.300)  0.21
H (1.571, 1.598, -0.552)  0.36
H (-0.107, 2.162, -0.607)  0.37
H (0.847, 2.356, 0.873)  0.35
H (-1.326, 0.854, -1.662)  0.32
H (-0.256, -0.399, -2.297)  0.40
H (-1.893, -0.811, -1.735)  0.49
H (-2.526, 0.662, 0.699)  0.29
H (-1.499, 1.877, 1.568)  0.34
H (-1.606, 0.164, 2.194)  0.33
H (2.493, -1.115, 1.157)  0.24
H (3.645, -1.601, -0.222)  0.28

=====

DFT (ωB97M-V/def2-TZVPD) results for 2 unconnected molecules or ions with the total composition C5H13N3 at a distorted geometry.

The calculation puts the energy at -362.50314 a.u. The HOMO-LUMO gap is 8.73 eV. The value obtained for the energy relative to the best compared isomer or geometry (same formula, charge and spin) is 49.7 kcal/mol. Its SMILES is C/C=C(\C)N.[H]/N=N/C. The value obtained for the LUMO energy is 0.039 Eh.

Each line ends with the Mulliken charge.
Positions of all 21 atoms, in Å:
C (-1.897, 1.057, 0.156)  -1.42
C (-1.191, -0.097, -0.486)  -0.46
C (-0.597, -1.077, 0.202)  0.83
C (-0.606, -1.113, 1.703)  -1.36
N (-0.041, -2.196, -0.417)  -0.56
H (-1.193, 1.696, 0.694)  0.31
H (-2.400, 1.662, -0.592)  0.34
H (-2.641, 0.712, 0.875)  0.39
H (-1.178, -0.126, -1.567)  0.37
H (-0.302, -0.151, 2.111)  0.31
H (-1.612, -1.326, 2.065)  0.33
H (0.061, -1.886, 2.074)  0.41
H (0.104, -2.074, -1.409)  0.24
H (0.789, -2.546, 0.037)  0.25
H (2.272, -0.126, 1.183)  0.23
N (2.056, -0.003, 0.183)  -0.27
N (1.966, 1.210, -0.072)  -0.21
C (1.662, 1.513, -1.435)  -0.52
H (2.450, 2.164, -1.810)  0.31
H (1.566, 0.622, -2.060)  0.27
H (0.732, 2.084, -1.437)  0.20

=====

- Among the records above, which one has the highest energy?
  number 11

=====

- Which of these has the lowest energy relative to the best compared isomer or geometry (same formula, charge and spin)?
  C5H13N2OS2

=====

- The lowest energy belongs to which entry?
  C5H13N2OS2

=====

- energy relative to the best compared isomer or geometry (same formula, charge and spin) of number 6 (C5H13N2O2)?
  104.2 kcal/mol